1.
{"formula": "C40H73Br15N7O8P", "method": "ωB97M-V/def2-TZVPD", "lumo_energy_ev": -0.82, "gap_ha": 0.26260, "smiles": "[H]/N=C(/N)NCCCC[N@H+]1[C@H](c2cccnc2)[C@@](CCCOC(C)=O)(C[C@H](C)Br)O[C@H](C[C@H](O)CN)[C@@]1(C(=O)[O-])P(=N)(O)O.BrCCBr.BrCCBr.BrCCBr.BrCCBr.BrCCBr.BrCCBr.BrCCBr", "e_homo_ev": -7.97, "charge": 0, "elements": ["H", "N", "C", "N", "N", "C", "C", "C", "C", "N", "C", "C", "C", "C", "C", "N", "C", "C", "C", "C", "C", "O", "C", "C", "O", "C", "C", "C", "Br", "O", "C", "C", "C", "O", "C", "N", "C", "C", "O", "O", "P", "N", "O", "O", "H", "H", "H", "H", "H", "H", "H", "H", "H", "H", "H", "H", "H", "H", "H", "H", "H", "H", "H", "H", "H", "H", "H", "H", "H", "H", "H", "H", "H", "H", "H", "H", "H", "H", "H", "H", "H", "H", "H", "H", "H", "H", "H", "H", "Br", "C", "C", "Br", "H", "H", "H", "H", "Br", "C", "C", "Br", "H", "H", "H", "H", "Br", "C", "C", "Br", "H", "H", "H", "H", "Br", "C", "C", "Br", "H", "H", "H", "H", "Br", "C", "C", "Br", "H", "H", "H", "H", "Br", "C", "C", "Br", "H", "H", "H", "H", "Br", "C", "C", "Br", "H", "H", "H", "H"], "positions_angstrom": [[-6.06215, 2.09724, -5.97210], [-6.13494, 1.14292, -5.55301], [-5.54964, 1.17207, -4.34821], [-5.46195, -0.04860, -3.50515], [-4.94459, 2.43209, -3.86768], [-5.72760, 3.07184, -2.76582], [-5.34367, 2.48812, -1.28812], [-3.72611, 2.61904, -1.11027], [-3.23583, 2.06470, 0.35565], [-2.60064, 0.71165, 0.30355], [-1.08313, 0.68315, 0.37938], [-0.35995, 2.00907, -0.17521], [0.46257, 2.84591, 0.85238], [1.06849, 4.10417, 0.19169], [0.84023, 4.35551, -1.29695], [0.09515, 3.63849, -2.28381], [-0.46743, 2.51223, -1.61806], [-0.47915, -0.71020, -0.14967], [-0.19814, -0.74792, -1.76371], [1.25196, -0.24730, -2.20866], [1.24247, -0.20706, -3.84292], [1.11098, -1.58996, -4.27324], [1.21441, -1.73264, -5.68623], [2.01441, -3.05000, -6.19719], [0.69217, -0.93127, -6.52889], [0.79924, -1.28706, 0.62462], [1.71169, -0.26842, 1.45027], [2.91294, 0.43288, 0.63635], [2.65642, -1.41892, 2.83595], [-1.51040, -1.76797, -0.02231], [-2.29330, -1.63070, 1.17388], [-3.04543, -3.02201, 1.43031], [-3.34136, -3.89271, 0.10330], [-4.64932, -4.55937, 0.23577], [-2.25530, -5.09975, 0.03492], [-2.59507, -5.95851, -1.16898], [-3.24433, -0.31404, 1.23343], [-4.67468, -0.76520, 0.58408], [-4.79817, -1.20320, -0.61133], [-5.84846, -0.62366, 1.33571], [-3.34099, 0.17478, 3.05227], [-4.13054, -1.04123, 3.78065], [-4.23867, 1.57055, 3.42175], [-1.84318, 0.29501, 3.87506], [-4.46510, -0.15434, -3.22850], [-5.62411, -0.85447, -4.14770], [-4.73697, 3.08719, -4.63625], [-6.85748, 3.02817, -2.97220], [-5.39397, 4.18331, -2.73594], [-5.65577, 1.39154, -1.15640], [-5.87057, 3.18680, -0.53844], [-3.41715, 3.73182, -1.13494], [-3.27332, 1.99599, -1.95616], [-2.69138, 2.85448, 0.97429], [-4.25985, 1.92121, 0.89217], [-2.81528, 0.34110, -0.65868], [-0.88116, 0.68575, 1.52658], [0.57177, 2.57144, 1.95294], [1.68498, 4.83452, 0.82233], [1.36297, 5.30168, -1.71861], [-1.13446, 1.85174, -2.30014], [-1.07517, -0.27561, -2.36125], [-0.24634, -1.87666, -2.03822], [2.07846, -1.01714, -1.94050], [1.59224, 0.75507, -1.78340], [2.13456, 0.35658, -4.28150], [0.25233, 0.32979, -4.12664], [3.09973, -2.99831, -5.79567], [1.96475, -3.18463, -7.33743], [1.56517, -4.01252, -5.72915], [1.51577, -1.90813, -0.04426], [0.40782, -2.06908, 1.39109], [1.17069, 0.51436, 2.07804], [2.61472, 1.36479, 0.04474], [3.78318, 0.76021, 1.33145], [3.33601, -0.35947, -0.09513], [-1.54703, -1.50690, 2.06052], [-2.31493, -3.66579, 2.06794], [-4.00924, -2.96359, 2.03858], [-3.36900, -3.29457, -0.86981], [-5.30119, -3.91474, -0.13092], [-2.35611, -5.76827, 0.97599], [-1.18880, -4.68259, -0.05390], [-2.78957, -5.33795, -1.97060], [-3.43530, -6.50950, -0.94094], [-3.48044, -1.43397, 4.49637], [-3.66140, 2.38024, 3.49375], [-1.50990, -0.60969, 4.11970], [3.35332, 4.31255, 3.41892], [2.06108, 5.19005, 4.58623], [1.49036, 4.22347, 5.59380], [0.16367, 3.05288, 4.77608], [1.30485, 5.63987, 3.94223], [2.62154, 5.98105, 5.08752], [0.95224, 4.75873, 6.37789], [2.24272, 3.57970, 6.05037], [6.60734, 4.43926, 1.41338], [6.59359, 5.25855, 3.18246], [7.67937, 6.29845, 3.31202], [9.42668, 5.47005, 3.56067], [6.68101, 4.44986, 3.90854], [5.60957, 5.71782, 3.27483], [7.52403, 6.90655, 4.20466], [7.75787, 6.95096, 2.44207], [3.52949, 2.39210, 8.54814], [2.13020, 2.74359, 9.85923], [1.09332, 3.69261, 9.31202], [1.74579, 5.53108, 9.31494], [2.62289, 3.11334, 10.75884], [1.68584, 1.76872, 10.06857], [0.20830, 3.70449, 9.95000], [0.79501, 3.46227, 8.28893], [0.84857, -0.95986, 8.34383], [-0.19914, -1.42265, 9.92095], [-1.65244, -1.06179, 9.73685], [-1.93501, 0.85659, 9.94355], [0.26580, -0.92171, 10.77043], [-0.08194, -2.50180, 10.03328], [-2.26456, -1.52426, 10.51272], [-2.04506, -1.33747, 8.75784], [4.02499, -2.45913, -0.69268], [5.09013, -3.55876, 0.51425], [5.43235, -4.88702, -0.11429], [3.90378, -6.09639, -0.08618], [4.52436, -3.65212, 1.44179], [5.99478, -2.97824, 0.70322], [6.20764, -5.39551, 0.46102], [5.75261, -4.80330, -1.15310], [0.33254, -6.34788, -6.40185], [-0.93934, -5.44498, -7.57102], [-0.41619, -5.35528, -8.98359], [0.93390, -3.95674, -9.15757], [-1.14811, -4.47205, -7.12478], [-1.84177, -6.05742, -7.53431], [-1.21284, -5.06468, -9.67025], [0.03966, -6.28171, -9.33362], [5.10586, -2.24999, -8.15350], [3.82546, -1.35593, -9.32085], [4.34196, -1.27204, -10.73594], [5.68833, 0.12651, -10.91564], [3.61720, -0.38184, -8.87782], [2.92342, -1.96961, -9.27696], [3.54187, -0.98546, -11.42029], [4.79795, -2.19900, -11.08450]], "atomic_forces_ev_per_a": [[-0.32, -0.93, 0.56], [1.88, 0.25, 3.10], [-0.69, 0.16, -2.92], [1.02, 1.81, -2.24], [-0.82, -1.50, 0.77], [0.51, 0.73, 1.07], [0.57, 0.61, -0.70], [-0.46, -0.08, 0.79], [-3.25, 1.54, -0.06], [0.35, -0.53, -1.68], [2.12, 0.68, 1.67], [1.39, 2.53, 0.29], [-0.84, 1.36, -5.04], [-1.80, -2.58, -0.93], [0.40, 0.32, 0.65], [0.67, -1.63, 6.43], [-0.31, -0.77, 0.53], [-0.05, -1.08, -1.94], [0.15, -0.91, 0.66], [0.38, -0.52, -1.56], [-1.71, 1.27, 1.55], [1.26, 0.56, -2.52], [-1.26, 0.83, -2.96], [-0.09, 0.10, 1.40], [2.29, -2.92, 4.05], [0.33, -0.30, 1.18], [0.91, 0.60, -0.38], [0.51, -0.32, -0.20], [-0.51, 0.51, -0.46], [-0.38, 2.03, 0.68], [0.47, -0.90, 1.96], [0.32, -0.81, -0.13], [0.42, -0.77, 0.77], [0.70, 1.49, -0.56], [-1.30, 0.21, -0.75], [0.50, 0.50, 0.96], [0.35, -1.07, -1.08], [-7.91, 0.14, 1.04], [2.88, 1.34, 2.38], [6.82, 0.07, -2.48], [-3.08, -2.99, 4.58], [2.26, 1.37, -1.15], [3.18, -0.44, -1.18], [-0.62, 0.32, -1.73], [-1.02, 0.25, 0.23], [-0.27, 0.95, 0.67], [-0.53, -0.79, 0.55], [1.58, 0.02, 0.47], [-0.70, -1.76, -0.16], [0.32, 1.62, -0.14], [0.75, -1.31, -0.95], [-0.35, -1.86, -0.43], [-0.37, 1.19, 1.12], [-0.14, -1.46, -1.04], [1.87, -0.04, -0.65], [-0.24, 0.05, 0.80], [-0.29, 0.21, -1.88], [-0.12, 0.53, -1.72], [-0.97, -1.21, -1.25], [-0.99, -1.75, 0.82], [1.35, 1.30, 1.18], [1.55, -0.50, 1.02], [0.02, 1.90, 0.57], [-1.60, 1.22, -0.28], [-0.74, -1.31, -0.72], [-1.14, -1.12, 0.50], [1.85, -0.60, 0.16], [-1.78, 0.06, -0.76], [0.29, 0.78, 2.52], [0.60, 1.79, -0.65], [-1.54, 1.24, 0.89], [0.45, 1.47, -1.30], [0.54, -1.36, -0.82], [0.06, -1.34, 0.88], [-1.65, -0.62, -1.00], [-0.77, 1.89, 1.46], [-1.08, -0.20, -1.35], [-1.15, 1.15, -0.99], [1.37, 0.48, -0.90], [0.39, -0.65, 1.49], [0.61, -0.64, 0.55], [0.22, 1.26, -1.47], [-1.58, -0.58, 0.17], [-0.05, -0.59, 0.67], [0.50, 0.71, -0.35], [-0.81, 0.38, -0.51], [-0.76, -0.94, -0.11], [-0.71, 1.17, -0.45], [-0.35, -0.10, -0.10], [0.23, 0.09, 0.09], [-0.21, 0.08, 0.01], [0.03, -0.17, 0.05], [0.06, -0.13, 0.14], [-0.09, -0.12, 0.02], [0.09, 0.05, -0.12], [-0.06, 0.12, -0.11], [-0.04, -0.06, 0.13], [-0.03, 0.20, -0.17], [0.19, -0.04, 0.22], [-0.05, 0.08, -0.08], [0.06, 0.16, -0.10], [0.22, 0.01, -0.01], [-0.05, -0.10, -0.08], [-0.08, -0.17, 0.10], [0.00, 0.05, 0.08], [0.02, -0.27, -0.11], [-0.11, 0.14, 0.22], [-0.02, -0.04, -0.14], [-0.11, 0.04, -0.18], [-0.05, 0.12, -0.09], [0.11, -0.06, -0.05], [0.08, -0.09, 0.19], [0.03, 0.11, 0.11], [0.09, -0.22, -0.19], [-0.12, 0.08, 0.22], [0.02, -0.04, -0.09], [-0.16, -0.04, -0.12], [-0.08, 0.11, -0.01], [0.11, 0.03, -0.06], [0.15, 0.04, 0.14], [0.39, -0.81, -0.23], [0.20, 0.12, -0.02], [-0.07, -0.26, 0.11], [0.07, 0.09, -0.09], [0.03, -0.03, -0.19], [-0.08, -0.08, -0.05], [-0.07, 0.13, -0.02], [-0.07, 0.08, 0.18], [-0.11, -0.03, -0.05], [0.01, -0.21, 0.13], [-0.12, 0.15, -0.17], [-0.43, -0.46, -0.83], [0.07, -0.10, -0.15], [0.10, 0.07, -0.08], [0.05, -0.02, 0.12], [-0.06, 0.13, 0.15], [0.00, 0.11, -0.04], [-0.05, -0.24, 0.12], [-0.04, 0.22, -0.14], [0.00, -0.12, -0.01], [0.05, -0.14, -0.14], [0.11, 0.12, -0.07], [0.03, -0.04, 0.13], [-0.08, 0.12, 0.15]], "mulliken_charge": [0.222, -0.794, 0.270, -0.202, -0.182, -0.959, -0.434, -0.382, -0.586, 1.024, -0.910, 0.795, 0.064, -0.475, -0.535, -0.759, 0.031, 1.354, -1.699, 1.222, -0.833, -0.171, 0.626, 0.168, -0.584, -0.628, 0.025, -0.263, -0.168, -0.267, -0.738, -1.658, 0.548, -0.648, -0.579, -0.699, 0.951, 0.352, -0.538, -0.755, 0.606, -0.793, -0.491, -0.474, -0.048, 0.365, 0.320, 0.315, 0.442, 0.214, 0.430, 0.358, -0.141, 0.284, 0.886, 0.534, 0.083, -0.087, 0.231, 0.330, 0.140, -0.043, 0.511, -0.687, 0.068, 0.490, 0.254, 0.234, -0.534, 0.032, 0.145, 0.639, 0.297, -0.014, 0.438, -0.278, 0.377, 0.478, 0.344, 0.220, 0.375, 0.339, 0.135, 0.268, 0.308, 0.212, 0.334, 0.223, -0.157, -0.627, -0.418, -0.035, 0.405, 0.414, 0.224, 0.216, -0.122, -0.521, -0.607, -0.142, 0.415, 0.187, 0.368, 0.381, -0.129, -0.268, -0.355, -0.138, 0.405, 0.019, 0.354, 0.118, -0.104, -0.638, -0.504, -0.132, 0.357, 0.360, 0.338, 0.338, -0.080, -0.573, -0.615, -0.134, 0.351, 0.364, 0.387, 0.382, -0.131, -0.607, -0.556, -0.051, 0.344, 0.369, 0.344, 0.382, -0.122, -0.026, -0.578, -0.155, 0.414, -0.353, 0.370, 0.391]}


2.
{"formula": "C2H5NOS", "method": "ωB97M-V/def2-TZVPD", "lumo_energy_ev": -0.53, "relative_energy_kj_mol": 232.9, "gap_ha": 0.35331, "e_homo_ev": -10.14, "charge": 0, "elements": ["C", "C", "N", "O", "S", "H", "H", "H", "H", "H"], "positions_angstrom": [[0.69687, -0.93700, 0.29718], [-0.22236, -0.17637, -0.76198], [-0.72253, 1.14000, -0.61323], [-1.21853, 2.75350, 1.33668], [-0.44183, 1.62934, 0.88185], [1.64253, -0.47083, 0.60193], [0.89819, -1.82940, -0.34004], [0.10346, -1.30887, 1.22865], [-1.14174, -0.65449, -0.95726], [0.40594, -0.14588, -1.67379]], "atomic_forces_ev_per_a": [[-2.15, -1.19, -0.12], [2.90, -0.26, -0.33], [0.22, 2.72, 4.27], [0.06, 0.49, -0.19], [-0.76, -0.99, -2.55], [-0.45, 0.10, -0.25], [0.30, 0.31, 0.93], [1.10, 0.80, -1.54], [-0.65, -1.69, -0.34], [-0.56, -0.29, 0.10]], "mulliken_charge": [-1.034, -0.269, -0.301, -0.457, 0.495, 0.364, 0.297, 0.331, 0.286, 0.288]}


3.
{"formula": "H4O2", "method": "ωB97M-V/def2-TZVPD", "lumo_energy_ev": 0.78, "relative_energy_kj_mol": 25.5, "gap_ha": 0.45648, "smiles": "O.O", "e_homo_ev": -11.64, "charge": 0, "elements": ["O", "H", "H", "O", "H", "H"], "positions_angstrom": [[-1.79357, 0.02349, 0.08312], [-1.83798, -0.86112, -0.31423], [-1.06666, 0.34036, -0.37048], [1.64811, -0.16618, -0.03197], [1.15307, -0.13533, 0.77781], [1.89703, 0.79877, -0.14426]], "atomic_forces_ev_per_a": [[-2.03, -1.72, 0.91], [-0.41, 0.14, 0.42], [2.53, 1.56, -1.35], [0.64, 2.03, -0.74], [-0.46, -0.25, 0.74], [-0.27, -1.75, 0.02]], "mulliken_charge": [-0.630, 0.326, 0.307, -0.663, 0.328, 0.332]}